Entry 1:
2 unconnected molecules or ions with the total composition C5H11N2O in a non-equilibrium geometry. Source: the Open Molecules 2025 dataset; level of theory: ωB97M-V/def2-TZVPD.

```
19
Properties=species:S:1:pos:R:3:mulliken_charge:R:1
C 0.0997 -1.8664 -2.2578 -1.10
C 0.8508 -1.3695 -0.9983 -0.60
C 0.1189 -0.3003 -0.2761 0.30
C -0.8777 -0.5240 0.7181 -0.44
N -1.4760 0.7021 1.0159 -0.07
C -0.9907 1.6927 0.2103 -0.65
N 0.0029 1.0527 -0.5893 -0.06
H 0.6349 -1.7327 -3.1734 0.34
H -0.7539 -1.3626 -2.5816 0.39
H -0.1578 -2.9116 -1.9933 0.24
H 1.8915 -1.0299 -1.3927 0.26
H 0.9862 -2.1745 -0.3287 0.36
H -0.9774 -1.4684 1.2393 0.36
H -2.1557 0.8961 1.7200 0.16
H -1.1244 2.8140 0.1222 0.33
H 0.6279 1.5794 -1.1922 0.20
H 1.4007 1.4915 2.3318 0.26
H 2.3602 0.2715 2.3074 0.26
O 1.5467 0.6937 1.9472 -0.54
```

Output
HOMO energy (spin up / spin down) in eV: -3.725 / -7.400
Expectation value of S²: 0.7559
Spin multiplicity: 2
E_LUMO (spin up / spin down) in eV: 0.876 / 0.824
Gap between HOMO and LUMO (spin up / spin down) in Ha: 0.1691 / 0.3022
Electronic energy in eV: -10387.5867

***

Entry 2:
A molecular structure, C17H17ClFeO12. Source: the Open Molecules 2025 dataset; level of theory: ωB97M-V/def2-TZVPD.

```
48
Properties=species:S:1:pos:R:3:mulliken_charge:R:1
Fe 0.1856 0.4143 -0.8894 1.65
O 2.7675 -1.3025 1.9912 -0.84
C 2.3369 -0.6938 0.9974 -0.01
O 1.2997 -0.9915 0.3331 -0.58
C 3.0748 0.6117 0.6318 0.20
C 2.2069 1.8086 1.0610 0.03
C 3.0570 3.0737 1.1924 -1.05
C 3.3079 3.4259 -0.2972 -1.09
C 2.5659 2.2931 -1.0099 0.01
O 1.4385 2.0873 -0.1257 -0.33
C 3.3304 0.9670 -0.8743 0.07
C 2.8583 -0.0743 -1.9176 -0.07
O 3.7033 -0.8443 -2.3740 -0.80
O 1.6329 -0.0019 -2.2689 -0.67
H 4.0062 0.5877 1.1960 0.56
H 1.5263 1.6005 1.8824 0.32
H 2.4918 3.8624 1.6905 0.37
H 3.9725 2.8880 1.7554 0.37
H 2.8636 4.3859 -0.5574 0.31
H 4.3667 3.4370 -0.5613 0.43
H 2.1920 2.5213 -2.0019 0.73
H 4.3983 1.1061 -1.0460 0.42
C -4.5918 -4.4447 -1.9093 -0.81
O -4.4329 -4.3446 -0.5121 -0.46
C -3.5965 -3.3506 -0.0635 1.20
C -3.4188 -3.3052 1.3319 -1.06
C -2.6006 -2.3360 1.8536 -0.57
C -1.9439 -1.3762 1.0647 0.03
C -1.1418 -0.3325 1.6783 0.90
C -0.6420 -0.4743 3.0972 -1.43
O -0.7685 0.6738 1.0695 -0.57
C -2.0984 -1.4386 -0.3590 0.38
O -1.5120 -0.6700 -1.1858 -1.11
C -2.9659 -2.4547 -0.8826 -0.42
H -5.2514 -5.2938 -2.0819 0.22
H -3.6322 -4.6151 -2.4046 0.33
H -5.0476 -3.5428 -2.3282 0.32
H -3.9232 -4.0266 1.9609 0.39
H -2.4806 -2.3133 2.9283 0.14
H -1.2846 -1.0201 3.7821 0.54
H -0.4422 0.5255 3.4816 0.28
H 0.3155 -1.0030 3.0130 0.28
H -3.0576 -2.4598 -1.9589 0.37
O -1.9903 3.5776 -3.0938 -0.75
Cl -1.0207 3.2957 -2.0692 1.88
O -0.3659 2.0293 -2.3909 -0.69
O -0.0207 4.3375 -2.0378 -0.72
O -1.6682 3.2004 -0.7907 -0.68
```

Output
HOMO energy (spin up / spin down) in eV: -2.463 / -1.905
Expectation value of S²: 6.0077
Spin multiplicity: 5
E_LUMO (spin up / spin down) in eV: 4.485 / 4.485
Gap between HOMO and LUMO (spin up / spin down) in Ha: 0.2554 / 0.2348
Electronic energy in eV: -89382.0533
Charge: -2